Formula: C11H35O5PS6
Source: the OMol25 dataset
Level of theory: wB97M-V/def2-TZVPD

The geometry in ORCA input format:
```
! RIJCOSX wB97M-V def2-TZVPD def2/J DEFGRID3
* xyz 0 1
C -0.621 0.229 -4.456
P 0.197 -1.332 -3.930
S 0.525 -0.961 -1.864
H -0.012 1.119 -4.323
H -1.538 0.359 -3.886
H -0.877 0.127 -5.512
H 1.511 -0.963 -4.292
H -0.252 -1.961 -1.435
C 0.573 2.738 -1.340
S -0.575 3.912 -2.040
O -0.973 3.355 -3.367
C 0.635 5.201 -2.356
H 0.020 1.826 -1.126
H 1.355 2.527 -2.071
H 0.984 3.149 -0.418
H 1.419 4.802 -3.001
H 1.044 5.538 -1.404
H 0.120 6.021 -2.852
C 1.891 3.176 3.991
S 1.216 2.586 2.436
O 0.630 3.781 1.760
C -0.137 1.653 3.137
H 2.732 3.826 3.756
H 1.121 3.735 4.521
H 2.233 2.326 4.581
H -0.763 2.319 3.730
H 0.245 0.832 3.742
H -0.711 1.236 2.312
C 0.356 -1.972 6.568
S -0.247 -2.492 4.959
O -0.761 -1.269 4.278
C -1.674 -3.386 5.567
H 1.237 -1.356 6.403
H -0.420 -1.392 7.069
H 0.624 -2.852 7.152
H -2.303 -2.708 6.144
H -1.340 -4.234 6.164
H -2.220 -3.757 4.702
C -2.425 -7.127 3.229
S -0.938 -7.636 4.099
O -0.789 -6.712 5.256
C 0.221 -7.074 2.848
H -3.270 -7.345 3.879
H -2.372 -6.058 3.026
H -2.516 -7.694 2.303
H 0.077 -6.007 2.681
H 0.065 -7.639 1.929
H 1.222 -7.261 3.230
C 0.107 3.525 -6.298
S -0.268 2.968 -7.958
O 0.091 1.526 -8.014
C 1.067 3.853 -8.778
H -0.593 3.051 -5.614
H 1.127 3.230 -6.049
H -0.016 4.607 -6.232
H 2.017 3.539 -8.346
H 0.918 4.926 -8.659
H 1.032 3.589 -9.833
*
```

## Properties
LUMO level: 0.3663 eV
largest force on an atom: 0.17 eV/Å
E_tot: -3546.6268 hartree



Formula: C12H19ClILuN4O
Source: the OMol25 dataset
Level of theory: wB97M-V/def2-TZVPD

The geometry in ORCA input format:
```
! RIJCOSX wB97M-V def2-TZVPD def2/J DEFGRID3
* xyz -2 1
C 1.138 -0.610 -2.524
I -1.463 2.451 -2.647
H 0.545 -1.092 -3.338
H 1.964 -1.305 -2.369
H 1.560 0.216 -3.083
C -0.945 3.026 1.758
C -2.119 2.468 1.529
N -1.968 1.500 0.556
C -0.566 1.361 0.237
N -0.002 2.309 1.022
H -0.792 3.887 2.388
H -3.125 2.711 1.807
C 1.393 -2.909 1.193
C 0.723 -1.252 -0.123
N 1.484 -1.553 0.956
H 0.322 -4.435 0.026
N 0.301 -2.448 -0.625
H 1.956 -3.398 1.964
Lu -1.392 -0.111 -1.381
C 0.725 0.218 -0.850
O 1.809 0.854 -0.816
C 0.598 -3.439 0.252
C -0.406 -2.853 -1.823
H -1.107 -2.137 -2.332
H -0.990 -3.747 -1.536
H 0.391 -3.149 -2.514
C 2.294 -0.665 1.790
H 3.052 -1.296 2.265
H 1.689 -0.217 2.587
H 2.793 0.095 1.182
C 1.345 2.744 1.327
H 1.390 3.835 1.541
H 2.022 2.515 0.509
H 1.731 2.289 2.259
C -3.183 1.457 -0.274
H -3.268 0.714 -1.156
H -3.437 2.490 -0.646
H -3.989 1.198 0.440
Cl -2.472 -1.724 0.448
*
```

## Properties
LUMO level (alpha / beta): 4.5467 / 4.5875 eV
largest force on an atom: 5.55 eV/Å
E_tot: -2756.0054 hartree



Formula: C16H21N3O4
Source: the OMol25 dataset
Level of theory: wB97M-V/def2-TZVPD

The geometry in ORCA input format:
```
! RIJCOSX wB97M-V def2-TZVPD def2/J DEFGRID3
* xyz 0 1
C -5.750 2.232 1.028
O -4.875 3.054 0.292
C -4.088 2.343 -0.631
C -2.990 1.536 0.017
C -2.359 2.034 1.165
C -1.358 1.328 1.780
C -0.675 1.862 2.994
N -0.975 0.129 1.279
C 0.066 -0.660 1.913
C 1.447 -0.239 1.376
O 2.173 0.515 1.995
N 1.707 -0.734 0.163
C 2.959 -0.527 -0.521
C 3.769 -1.838 -0.565
C 5.017 -1.708 -1.442
C 4.470 -2.027 -2.836
C 3.239 -2.903 -2.546
O 3.017 -2.883 -1.144
C -1.489 -0.412 0.087
O -1.012 -1.446 -0.355
C -2.568 0.334 -0.511
C -3.158 -0.205 -1.672
N -3.656 -0.634 -2.612
H -6.325 2.895 1.672
H -6.430 1.688 0.362
H -5.205 1.508 1.643
H -3.631 3.105 -1.272
H -4.712 1.692 -1.260
H -2.678 2.984 1.559
H 0.407 1.818 2.882
H -0.974 2.893 3.158
H -0.949 1.285 3.878
H -0.118 -1.708 1.661
H 0.040 -0.525 2.993
H 1.051 -1.383 -0.260
H 2.757 -0.179 -1.538
H 3.516 0.236 0.027
H 3.994 -2.144 0.462
H 5.466 -0.720 -1.377
H 5.753 -2.453 -1.142
H 5.199 -2.549 -3.451
H 4.179 -1.114 -3.355
H 3.396 -3.947 -2.831
H 2.348 -2.534 -3.068
*
```

## Properties
structure (SMILES): COCc1cc(C)n(CC(=O)NC[C@@H]2CCCO2)c(=O)c1C#N
LUMO level: -0.1264 eV
largest force on an atom: 0.89 eV/Å
relative energy (zero: lowest compared OMol25 entry of this formula, charge and spin): 211.2 kJ/mol
E_tot: -1087.5294 hartree



Formula: C20H18FNO5
Source: the OMol25 dataset
Level of theory: wB97M-V/def2-TZVPD

The geometry in ORCA input format:
```
! RIJCOSX wB97M-V def2-TZVPD def2/J DEFGRID3
* xyz 0 1
N 0.723 1.755 -1.316
C 0.574 1.774 0.120
C -0.628 0.797 0.425
C -0.604 -0.715 0.063
C -1.696 -1.460 0.733
C -1.627 -1.693 2.123
C -2.581 -2.238 2.823
C -3.838 -2.542 2.167
C -3.946 -2.365 0.800
C -2.848 -1.917 0.037
O -3.083 -1.573 -1.305
C -1.952 -1.377 -2.044
C -1.889 -1.625 -3.353
C -0.691 -1.896 -4.076
C 0.517 -1.693 -3.398
C 0.546 -1.316 -2.038
C -0.703 -1.058 -1.414
C 0.392 3.112 0.850
O 0.097 4.059 0.153
O 0.288 3.190 2.209
C 1.852 1.113 0.626
C 3.048 0.677 -0.271
C 3.205 1.987 0.561
F 3.262 2.910 -0.428
C 4.110 2.078 1.820
O 4.618 3.189 1.973
O 4.247 1.070 2.649
H -0.230 1.725 -1.792
H 1.209 2.632 -1.607
H -0.858 0.974 1.542
H -1.493 1.136 -0.216
H 0.253 -1.173 0.473
H -0.737 -1.411 2.673
H -2.341 -2.455 3.837
H -4.654 -2.901 2.742
H -4.850 -2.514 0.351
H -2.768 -1.765 -3.886
H -0.518 -2.247 -5.084
H 1.409 -1.712 -3.978
H 1.531 -1.157 -1.563
H 0.185 4.125 2.302
H 1.646 0.532 1.518
H 3.615 -0.192 0.006
H 2.861 0.730 -1.367
H 4.347 1.430 3.561
*
```

## Properties
structure (SMILES): N[C@](CC1c2ccccc2Oc2ccccc21)(C(=O)O)[C@H]1C[C@]1(F)C(=O)O
LUMO level: 0.3328 eV
largest force on an atom: 5.29 eV/Å
relative energy (zero: lowest compared OMol25 entry of this formula, charge and spin): 248.7 kJ/mol
E_tot: -1303.6517 hartree